# 1
C4H7ClO | the ωB97M-V functional and the def2-TZVPD basis

Results
- 2S+1: 1
- SMILES string: C=C(CCl)OC
- Net charge: 0
- Gap between HOMO and LUMO: 0.3655 Ha

CARTESIAN COORDINATES (ANGSTROEM)
C: -0.211 -2.017 0.572
C: -0.095 -0.753 0.161
C: 1.176 -0.224 -0.729
Cl: 2.502 0.301 0.380
O: -1.020 0.203 0.534
C: -0.645 1.546 0.354
H: -0.994 -2.243 1.167
H: 0.366 -2.857 0.364
H: 0.791 0.556 -1.245
H: 1.699 -1.083 -1.179
H: -1.407 2.177 0.877
H: -0.680 1.744 -0.650
H: 0.132 1.889 0.947

natural (NBO) population analysis, charges in e, atoms 1 to 6: -0.484 0.324 -0.412 -0.082 -0.509 -0.267

***

# 2
C9H17N3O2S | the ωB97M-V functional and the def2-TZVPD basis

Results
- 2S+1: 1
- SMILES string: C/C=C/[C@@H](/C=C/C[S@](=N)(=O)NCC)N=O
- Net charge: 0
- Gap between HOMO and LUMO (alpha / beta): 0.3270 / 0.3270 Ha

CARTESIAN COORDINATES (ANGSTROEM)
C: 4.291 -2.779 -0.619
C: 4.186 -1.240 -0.614
C: 3.182 -0.745 0.067
C: 2.986 0.778 0.092
C: 1.590 1.232 0.285
C: 0.666 0.814 -0.536
C: -0.779 1.295 -0.368
S: -1.825 -0.287 0.065
N: -1.256 -1.396 0.893
O: -2.412 -0.772 -1.144
N: -3.048 0.437 0.945
C: -4.155 1.099 0.099
C: -5.489 0.412 0.026
N: 3.783 1.286 1.245
O: 4.863 1.769 1.010
H: 4.573 -2.877 0.371
H: 5.020 -3.225 -1.266
H: 3.366 -3.382 -0.840
H: 4.985 -0.646 -1.096
H: 2.497 -1.339 0.636
H: 3.460 1.212 -0.791
H: 1.409 1.976 1.042
H: 0.895 0.253 -1.484
H: -1.239 1.498 -1.407
H: -1.227 1.963 0.334
H: -1.136 -1.196 1.891
H: -3.533 -0.039 1.641
H: -3.735 1.119 -0.933
H: -4.287 2.082 0.708
H: -5.366 -0.603 -0.110
H: -6.297 0.638 0.816
H: -5.966 0.662 -0.959

natural (NBO) population analysis, charges in e, atoms 1 to 6: -0.654 -0.137 -0.217 -0.231 -0.168 -0.200

***

# 3
C44H59BN12O3RbS3 | the ωB97M-V functional and the def2-TZVPD basis

Results
- 2S+1: 1
- Net charge: -1
- Gap between HOMO and LUMO: 0.2514 Ha

CARTESIAN COORDINATES (ANGSTROEM)
Rb: 0.941 -0.936 -0.689
C: -5.811 -2.477 1.586
C: -5.779 -1.039 1.058
C: -6.969 -0.244 1.597
C: -5.876 -1.103 -0.461
N: -4.535 -0.395 1.569
C: -4.289 -0.392 2.941
C: -3.119 0.234 3.134
N: -2.640 0.626 1.904
B: -1.222 1.226 1.648
N: -1.458 2.736 1.250
C: -2.711 3.330 1.285
C: -2.632 4.528 0.691
N: -1.316 4.669 0.237
C: -0.597 3.576 0.620
S: 1.075 3.358 0.476
C: -0.805 5.893 -0.436
C: 0.123 5.559 -1.604
C: -0.074 6.734 0.608
C: -1.997 6.672 -1.007
N: -0.390 1.146 2.954
C: 0.018 2.224 3.705
C: 0.864 1.772 4.643
N: 0.999 0.396 4.453
C: 0.204 0.012 3.415
S: -0.136 -1.556 2.806
C: 1.972 -0.358 5.292
C: 2.269 -1.766 4.789
C: 1.404 -0.439 6.708
C: 3.293 0.421 5.286
C: -3.517 0.263 0.933
S: -3.367 0.708 -0.707
H: -6.693 -2.981 1.187
H: -5.860 -2.526 2.673
H: -4.922 -3.018 1.260
H: -7.900 -0.690 1.242
H: -6.919 0.787 1.242
H: -6.991 -0.233 2.688
H: -6.790 -1.658 -0.685
H: -5.028 -1.621 -0.904
H: -5.932 -0.119 -0.917
H: -4.954 -0.845 3.650
H: -2.568 0.405 4.040
H: -0.693 0.534 0.830
H: -3.560 2.857 1.740
H: -3.396 5.260 0.532
H: 1.076 5.155 -1.275
H: 0.291 6.481 -2.162
H: -0.335 4.828 -2.273
H: 0.776 6.173 1.000
H: -0.743 6.987 1.433
H: 0.292 7.660 0.158
H: -2.642 6.026 -1.606
H: -1.613 7.462 -1.652
H: -2.599 7.148 -0.233
H: -0.302 3.226 3.483
H: 1.405 2.307 5.398
H: 1.386 -2.397 4.761
H: 3.002 -2.191 5.478
H: 2.699 -1.752 3.787
H: 0.489 -1.034 6.713
H: 1.172 0.552 7.101
H: 2.131 -0.910 7.371
H: 3.601 0.636 4.263
H: 4.065 -0.186 5.763
H: 3.231 1.363 5.831
O: 7.598 -0.810 -4.845
C: 6.556 -0.246 -5.231
O: 6.315 0.406 -6.264
C: 5.358 -0.390 -4.271
C: 5.418 -1.238 -3.178
C: 4.310 -1.367 -2.356
N: 3.181 -0.672 -2.551
C: 3.132 0.183 -3.580
C: 4.191 0.328 -4.468
C: 1.877 1.015 -3.720
C: 1.718 1.919 -4.768
C: 0.543 2.642 -4.865
C: -0.446 2.469 -3.910
C: -0.199 1.573 -2.883
N: 0.925 0.863 -2.795
C: 4.331 -2.310 -1.175
C: 5.361 -3.233 -0.993
C: 5.364 -4.023 0.142
C: 4.344 -3.890 1.072
C: 3.341 -2.976 0.798
N: 3.331 -2.214 -0.295
H: 6.354 -1.751 -3.006
H: 4.166 0.979 -5.331
H: 2.498 2.056 -5.502
H: 0.405 3.341 -5.681
H: -1.379 3.017 -3.943
H: -0.931 1.423 -2.090
H: 6.144 -3.332 -1.730
H: 6.162 -4.739 0.297
H: 4.317 -4.483 1.977
H: 2.498 -2.849 1.476
C: 0.344 -2.539 -3.855
C: -1.163 -2.484 -3.544
N: -1.433 -1.926 -2.226
C: -2.264 -2.717 -1.331
C: -1.605 -4.029 -0.904
N: -0.242 -3.859 -0.422
C: 0.738 -4.776 -0.969
C: 0.994 -4.488 -2.462
N: 1.088 -3.070 -2.731
H: 0.491 -3.116 -4.782
H: 0.706 -1.527 -4.037
H: -1.663 -1.914 -4.335
H: -1.579 -3.496 -3.598
H: -1.802 -0.985 -2.277
H: -2.448 -2.110 -0.444
H: -3.248 -2.961 -1.768
H: -2.250 -4.502 -0.153
H: -1.585 -4.722 -1.750
H: -0.198 -3.799 0.586
H: 1.669 -4.637 -0.418
H: 0.457 -5.838 -0.862
H: 1.887 -5.042 -2.777
H: 0.168 -4.896 -3.052
H: 2.031 -2.717 -2.697
O: 2.722 0.550 0.437
C: 2.309 0.844 1.440

Löwdin population analysis, charges in e, atoms 1 to 6: 0.793 -0.034 -0.548 -0.034 -0.093 0.000

***

# 4
C5H11Br3P | the ωB97M-V functional and the def2-TZVPD basis

Results
- 2S+1: 1
- Net charge: +1
- Gap between HOMO and LUMO: 0.3652 Ha

CARTESIAN COORDINATES (ANGSTROEM)
C: 0.063 0.875 -1.194
C: 0.039 1.066 1.313
C: 2.150 -1.034 -0.193
C: 0.609 -1.165 0.061
C: -0.205 0.178 0.165
P: -2.275 -0.105 0.077
Br: -3.048 -1.341 1.595
Br: -3.224 1.842 0.358
Br: -3.034 -0.898 -1.826
H: -0.288 1.886 -1.190
H: -0.575 0.529 -1.879
H: 1.087 0.863 -1.373
H: 0.019 0.409 2.177
H: 1.072 1.558 1.221
H: -0.818 1.678 1.309
H: 2.797 -0.638 0.728
H: 2.641 -1.942 -0.344
H: 2.533 -0.318 -1.066
H: 0.091 -1.783 -0.844
H: 0.365 -1.661 0.906

natural (NBO) population analysis, charges in e, atoms 1 to 6: -0.659 -0.686 -0.628 -0.435 -0.013 0.841

***

# 5
C3H9N3 | the ωB97M-V functional and the def2-TZVPD basis

Results
- 2S+1: 1
- SMILES string: [H]/N=C(/CC)NN
- Net charge: 0
- Gap between HOMO and LUMO: 0.3747 Ha

CARTESIAN COORDINATES (ANGSTROEM)
H: 0.964 -1.630 -0.873
N: 0.005 -1.320 -0.781
C: 0.010 -0.104 -0.339
C: -1.381 0.486 -0.282
C: -2.240 -0.089 0.991
N: 1.106 0.757 0.062
N: 2.472 0.257 0.145
H: -1.872 0.140 -1.237
H: -1.338 1.631 -0.196
H: -3.297 0.250 0.912
H: -2.219 -1.236 1.152
H: -1.718 0.210 2.032
H: 1.061 1.773 0.307
H: 2.400 -0.705 0.556
H: 2.604 -0.041 -0.859

natural (NBO) population analysis, charges in e, atoms 1 to 6: 0.315 -0.717 0.429 -0.459 -0.613 -0.511

***

# 6
C7H9FN2 | the ωB97M-V functional and the def2-TZVPD basis

Results
- 2S+1: 1
- Net charge: 0
- Gap between HOMO and LUMO (alpha / beta): 0.2503 / 0.2503 Ha

CARTESIAN COORDINATES (ANGSTROEM)
C: 1.534 -1.812 1.966
C: 1.199 -2.365 0.759
C: 1.259 -0.526 2.345
C: 0.308 -1.532 -0.072
C: 0.522 0.306 1.451
C: 0.046 -0.307 0.308
C: -0.937 1.371 -1.729
N: -2.060 0.822 -2.332
N: -1.248 2.500 -0.947
F: 0.183 1.486 -2.490
H: 2.198 -2.412 2.633
H: 1.244 -3.461 0.602
H: 1.822 -0.152 3.139
H: -0.161 -1.969 -0.874
H: 0.459 1.331 1.780
H: -2.687 1.441 -2.899
H: -1.776 0.080 -2.989
H: -0.375 3.011 -0.761
H: -1.528 2.189 0.112

natural (NBO) population analysis, charges in e, atoms 1 to 6: -0.237 -0.205 -0.214 -0.300 -0.296 -0.075

***

Looking at DFT total energy for the records above, in order, we have -691.95773; -1065.80717; -3838.64892; -8260.23650; -283.90064; -481.33746 Eh.